Entry from the Open Molecules 2025 dataset: 3 unconnected molecules or ions with the total composition CH8N2O (the ωB97M-V functional and the def2-TZVPD basis).

Computed properties:
Lowest unoccupied orbital energy ... -3.548 eV
Orbital gap ... 5.017 eV
Energy relative to the best compared isomer or geometry (same formula, charge and spin) ... 169.8 kcal per mole
E_HOMO ... -8.6 eV

```
! wB97M-V def2-TZVPD RIJCOSX def2/J DEFGRID3
* xyz 0 1
N -1.952 -0.548 1.642
C 0.102 0.136 0.282
N 0.424 1.113 -0.800
H -2.596 0.046 2.111
H -2.494 -1.244 1.243
H 0.716 0.338 1.198
H -0.974 -0.061 0.766
H 0.589 -0.758 -0.278
H 0.573 2.057 -0.528
H 1.077 0.575 -1.419
H 2.509 -0.967 -2.505
O 2.026 -0.688 -1.712
*
```

Atomic partial charges in e from the natural (NBO) method, atoms 1 to 8: number 1, N, carries -0.823; number 2, C, carries -0.331; number 3, N, carries -0.585; number 4, H, carries 0.352; number 5, H, carries 0.345; number 6, H, carries 0.250; number 7, H, carries 0.275; number 8, H, carries 0.322

=====

Entry from the Open Molecules 2025 dataset: 3 unconnected molecules or ions with the total composition C4H8N2 (the ωB97M-V functional and the def2-TZVPD basis).

Computed properties:
Lowest unoccupied orbital energy (alpha / beta) ... 0.855 / 0.757 eV
Orbital gap (alpha / beta) ... 7.720 / 7.704 eV
Energy relative to the best compared isomer or geometry (same formula, charge and spin) ... 166.5 kcal per mole
E_HOMO (alpha / beta) ... -6.9 / -6.9 eV

```
! wB97M-V def2-TZVPD RIJCOSX def2/J DEFGRID3
* xyz 0 1
C 2.786 -0.050 -0.116
C -1.835 0.239 0.185
N -2.364 -0.897 -0.342
C 0.394 0.497 -0.431
C 0.586 -0.330 0.445
N -2.514 1.104 0.799
H -3.374 -0.988 -0.396
H -1.797 -1.468 -0.941
H -1.978 1.863 1.205
H 0.407 1.282 -1.151
H 0.545 -1.101 1.179
H 2.990 0.621 -0.945
H 3.147 0.316 0.838
H 3.007 -1.090 -0.328
*
```

Atomic partial charges in e from the natural (NBO) method, atoms 1 to 8: number 1, C, carries -0.663; number 2, C, carries 0.409; number 3, N, carries -0.870; number 4, C, carries -0.149; number 5, C, carries -0.129; number 6, N, carries -0.778; number 7, H, carries 0.388; number 8, H, carries 0.392

=====

Entry from the Open Molecules 2025 dataset: a molecular structure, C18H15BrN8O4RuS (the ωB97M-V functional and the def2-TZVPD basis).

Computed properties:
Lowest unoccupied orbital energy (alpha / beta) ... 2.329 / 2.185 eV
Orbital gap (alpha / beta) ... 6.386 / 6.406 eV
Energy relative to the best compared isomer or geometry (same formula, charge and spin) ... 57.5 kcal per mole
E_HOMO (alpha / beta) ... -4.1 / -4.2 eV

```
! wB97M-V def2-TZVPD RIJCOSX def2/J DEFGRID3
* xyz -1 2
Ru 0.068 1.222 0.298
N -1.169 2.085 4.428
C -0.759 1.654 3.174
S -0.454 2.787 1.943
N -0.674 0.342 3.027
N -0.335 0.003 1.777
C -0.061 -1.366 1.594
C 1.366 -1.581 1.193
C 1.812 -2.884 0.992
C 3.134 -3.168 0.702
C 4.033 -2.101 0.652
C 3.611 -0.804 0.842
C 2.254 -0.473 1.079
O 1.913 0.785 1.157
H -0.918 3.036 4.639
H -0.972 1.428 5.166
H -0.305 -1.911 2.507
H 1.095 -3.697 1.073
H 3.463 -4.186 0.544
H 5.081 -2.292 0.450
H 4.309 0.021 0.778
Br 2.913 1.436 -1.614
C 1.654 0.131 -2.066
C 1.831 -0.452 -3.326
C 0.992 -1.460 -3.724
C 0.037 -1.922 -2.822
C -0.055 -1.310 -1.593
N 0.683 -0.240 -1.226
C -1.086 -2.004 -0.648
O -1.916 -2.709 -1.171
O -1.099 -1.873 0.662
H 2.628 -0.085 -3.955
H 1.084 -1.907 -4.705
H -0.621 -2.745 -3.047
C -3.736 2.043 1.166
C -3.113 0.876 0.448
N -3.705 -0.321 0.641
O -2.159 1.006 -0.315
H -4.765 2.171 0.824
H -3.156 2.934 0.955
H -3.744 1.873 2.245
H -4.384 -0.416 1.374
H -3.226 -1.153 0.333
N 0.135 2.636 -1.254
C -0.133 3.292 -2.177
N -0.388 4.118 -3.134
C -0.520 3.717 -4.379
N -0.645 3.463 -5.505
*
```

Atomic partial charges in e from the natural (NBO) method, atoms 1 to 8: number 1, Ru, carries 0.628; number 2, N, carries -0.819; number 3, C, carries 0.200; number 4, S, carries -0.068; number 5, N, carries -0.392; number 6, N, carries -0.213; number 7, C, carries 0.227; number 8, C, carries -0.154

=====

Entry from the Open Molecules 2025 dataset: a molecular structure, C36H33BrF2IN6OPb (the ωB97M-V functional and the def2-TZVPD basis).

Computed properties:
Lowest unoccupied orbital energy ... 2.223 eV
Orbital gap ... 3.827 eV
Energy relative to the best compared isomer or geometry (same formula, charge and spin) ... 4.2 kcal per mole
E_HOMO ... -1.6 eV

```
! wB97M-V def2-TZVPD RIJCOSX def2/J DEFGRID3
* xyz -1 1
Pb 0.217 0.741 0.543
N -3.812 1.656 2.863
C -2.760 1.681 1.980
N -1.679 1.032 2.169
C -1.503 0.267 3.330
N -0.285 -0.130 3.669
N 0.675 0.227 2.861
C 1.973 0.011 3.245
C 3.023 0.386 2.434
C 4.395 0.283 2.862
C 5.397 0.766 2.083
C 5.089 1.377 0.833
C 3.770 1.396 0.449
N 2.755 0.910 1.171
C -2.656 -0.025 4.148
C -2.678 -0.980 5.168
C -3.818 -1.173 5.941
C -4.965 -0.439 5.700
C -4.973 0.499 4.661
C -3.841 0.699 3.901
H -4.675 2.092 2.598
H -2.864 2.289 1.090
H 2.174 -0.415 4.225
H 4.604 -0.178 3.820
H 6.429 0.693 2.407
H 5.860 1.796 0.199
H 3.491 1.829 -0.513
H -1.778 -1.553 5.344
H -3.807 -1.900 6.744
H -5.853 -0.582 6.301
H -5.864 1.087 4.465
C 2.528 4.849 0.784
C 2.245 5.413 -0.453
C 1.237 4.869 -1.224
C 0.529 3.748 -0.772
N 0.890 3.162 0.385
C 1.833 3.712 1.146
C -0.655 3.198 -1.469
C -1.151 3.797 -2.635
C -2.331 3.353 -3.202
C -3.030 2.313 -2.601
C -2.511 1.708 -1.465
C -1.311 2.108 -0.863
H 3.284 5.261 1.437
H 2.798 6.275 -0.805
H 0.995 5.319 -2.175
H 2.039 3.202 2.079
H -0.633 4.620 -3.115
H -2.713 3.822 -4.101
H -3.969 1.971 -3.026
H -3.077 0.890 -1.017
F -1.640 -3.992 1.033
C -1.646 -2.617 0.921
F -2.976 -2.267 0.993
H -1.140 -2.187 1.787
Br 5.409 -3.865 -2.216
C 4.072 -3.416 -3.481
C 4.034 -4.133 -4.669
C 3.083 -3.844 -5.630
C 2.170 -2.820 -5.404
C 2.211 -2.107 -4.218
C 3.154 -2.394 -3.238
I 3.131 -1.289 -1.446
H 4.761 -4.918 -4.831
H 3.050 -4.411 -6.551
H 1.430 -2.572 -6.153
H 1.499 -1.311 -4.050
C -2.838 -3.074 -1.707
C -1.364 -2.728 -1.525
C -0.955 -1.610 -2.471
C -0.484 -3.954 -1.745
O -1.053 -2.188 -0.200
H -3.015 -3.301 -2.759
H -3.473 -2.234 -1.428
H -3.118 -3.942 -1.112
H -1.131 -1.907 -3.506
H 0.103 -1.383 -2.330
H -1.524 -0.709 -2.254
H -0.616 -4.325 -2.763
H -0.736 -4.748 -1.045
H 0.564 -3.685 -1.603
*
```

Atomic partial charges in e from the Mulliken method, atoms 1 to 8: number 1, Pb, carries 0.831; number 2, N, carries -0.011; number 3, C, carries -0.787; number 4, N, carries 0.109; number 5, C, carries -0.474; number 6, N, carries -1.295; number 7, N, carries 1.128; number 8, C, carries -1.287

=====

Entry from the Open Molecules 2025 dataset: a molecular structure, C32H12F22NO2RhS (the ωB97M-V functional and the def2-TZVPD basis).

Computed properties:
Lowest unoccupied orbital energy ... 4.301 eV
Orbital gap ... 6.260 eV
E_HOMO ... -2.0 eV

```
! wB97M-V def2-TZVPD RIJCOSX def2/J DEFGRID3
* xyz -2 1
Rh -0.155 1.187 0.305
C 0.053 -4.325 4.373
C 0.105 -3.423 3.173
C -0.601 -3.719 2.011
C -0.563 -2.864 0.940
C 0.166 -1.651 0.963
N 0.052 -0.831 -0.115
C 0.120 -1.325 -1.371
C 0.975 -2.437 -1.578
C 1.016 -3.130 -2.759
C 0.201 -2.746 -3.819
C 0.073 -3.573 -5.065
C -0.531 -1.575 -3.679
C -0.571 -0.834 -2.512
C -1.426 0.448 -2.498
O -1.102 1.415 -1.657
C -1.434 1.123 -3.928
F -2.297 0.594 -4.843
F -0.238 1.102 -4.531
F -1.787 2.406 -3.844
C -2.897 -0.026 -2.213
F -3.791 0.972 -2.270
F -3.366 -0.978 -3.056
F -2.999 -0.563 -0.991
C 0.871 -1.346 2.152
C 0.832 -2.243 3.210
C 1.731 -0.083 2.310
O 1.732 0.837 1.345
C 3.210 -0.557 2.522
F 3.533 -1.600 1.740
F 3.488 -0.963 3.786
F 4.103 0.396 2.256
C 1.306 0.709 3.594
F 1.205 0.067 4.783
F 0.102 1.253 3.385
F 2.162 1.715 3.837
H -0.163 -5.348 4.071
H -0.741 -4.010 5.055
H 0.995 -4.311 4.922
H -1.189 -4.626 1.955
H -1.148 -3.070 0.056
H 1.597 -2.727 -0.745
H 1.673 -3.986 -2.850
H 0.125 -4.633 -4.817
H 0.872 -3.350 -5.773
H -0.881 -3.374 -5.550
H -1.110 -1.257 -4.531
H 1.373 -2.034 4.119
F 3.915 6.836 -0.782
C 3.468 5.561 -0.912
C 2.291 5.150 -0.289
F 1.601 6.034 0.459
C 1.838 3.857 -0.446
F 0.702 3.492 0.191
C 2.519 2.897 -1.229
S 1.925 1.337 -1.486
C 3.729 3.343 -1.811
F 4.474 2.485 -2.537
C 4.186 4.636 -1.667
F 5.344 5.017 -2.256
F -2.212 -0.717 2.096
C -2.808 0.481 1.910
C -2.120 1.509 1.270
C -2.839 2.696 1.159
F -2.267 3.761 0.566
C -4.122 2.869 1.668
F -4.759 4.062 1.582
C -4.759 1.816 2.308
F -5.999 1.980 2.832
C -4.092 0.607 2.427
F -4.696 -0.415 3.081
*
```

Atomic partial charges in e from the Mulliken method, atoms 1 to 8: number 1, Rh, carries 0.951; number 2, C, carries -1.645; number 3, C, carries 0.376; number 4, C, carries -1.183; number 5, C, carries 0.221; number 6, C, carries 0.385; number 7, N, carries 0.928; number 8, C, carries -0.529

=====

Entry from the Open Molecules 2025 dataset: C4H3NOS2 in the gas phase (the ωB97M-V functional and the def2-TZVPD basis).

Computed properties:
Lowest unoccupied orbital energy ... -1.980 eV
SMILES ... ON1C(=S)C=CC1=S
Orbital gap ... 7.324 eV
Energy relative to the best compared isomer or geometry (same formula, charge and spin) ... 76.5 kcal per mole
E_HOMO ... -9.3 eV

```
! wB97M-V def2-TZVPD RIJCOSX def2/J DEFGRID3
* xyz 0 1
O 0.788 1.263 -1.680
N 0.118 0.603 -0.607
C 0.592 0.947 0.711
S 1.698 2.063 1.190
C -0.093 -0.132 1.471
C -0.603 -1.084 0.694
C -0.366 -0.687 -0.713
S -0.807 -1.555 -2.023
H -0.045 1.008 -2.479
H -0.226 -0.311 2.561
H -1.057 -2.115 0.875
*
```

Atomic partial charges in e from the natural (NBO) method, atoms 1 to 8: number 1, O, carries -0.503; number 2, N, carries -0.179; number 3, C, carries 0.018; number 4, S, carries 0.098; number 5, C, carries -0.227; number 6, C, carries -0.217; number 7, C, carries 0.016; number 8, S, carries -0.003

=====

| no. | E_tot (eV) | strongest force on any atom (eV/A) |
| --- | --- | --- |
| 1 | -6187.06651 | 9.061 |
| 2 | -7250.65647 | 2.460 |
| 3 | -122482.49082 | 1.645 |
| 4 | -137681.48497 | 1.037 |
| 5 | -112593.06487 | 4.600 |
| 6 | -29401.01557 | 6.068 |